{"formula": "C36H32ClOP2Ru", "method": "the ωB97M-V functional and the def2-TZVPD basis", "s_squared": 8.805, "charge": 2, "homo_energy_ev": [-13.0799, -13.5971], "multiplicity": 6, "symbols": ["Ru", "Cl", "P", "C", "C", "C", "C", "C", "C", "C", "C", "C", "C", "C", "C", "C", "C", "C", "C", "C", "C", "H", "H", "H", "H", "H", "H", "H", "H", "H", "H", "H", "H", "H", "H", "H", "H", "H", "O", "P", "C", "C", "C", "C", "C", "C", "C", "C", "C", "C", "C", "C", "C", "C", "C", "C", "C", "C", "H", "H", "H", "H", "H", "H", "H", "H", "H", "H", "H", "H", "H", "H", "H"], "coordinates": [[0.05742, 0.39183, 0.04345], [-0.16112, 2.27382, 1.36247], [0.05820, 0.56094, -2.05304], [-1.28938, -0.29794, -2.95918], [-1.08635, -1.12407, -4.07728], [-2.18543, -1.80844, -4.63812], [-3.48831, -1.63892, -4.14185], [-3.68418, -0.71338, -3.09739], [-2.59500, -0.06111, -2.49589], [-0.19064, 2.27764, -2.65837], [0.77762, 3.22446, -2.28872], [0.62606, 4.57044, -2.66639], [-0.49907, 4.99932, -3.38415], [-1.49423, 4.05899, -3.67519], [-1.30384, 2.70147, -3.40059], [1.59712, 0.10881, -2.95200], [2.56487, -0.69998, -2.34475], [3.76112, -1.00897, -3.00451], [4.04151, -0.48790, -4.26784], [3.05557, 0.28768, -4.88784], [1.83529, 0.56497, -4.26072], [1.64748, 2.87935, -1.72440], [1.37761, 5.31674, -2.39837], [-0.58958, 6.04032, -3.72988], [-2.43644, 4.37579, -4.12754], [-2.01582, 1.97476, -3.78094], [-0.06716, -1.32486, -4.42019], [-2.00425, -2.50730, -5.46245], [-4.33485, -2.17931, -4.59886], [-4.68518, -0.47607, -2.72453], [-2.75945, 0.61127, -1.64060], [2.39052, -1.08337, -1.34165], [4.47443, -1.66199, -2.50483], [4.99526, -0.68475, -4.76879], [3.24070, 0.69228, -5.88162], [1.08535, 1.16809, -4.77697], [-0.03785, -2.63290, -2.67583], [0.68887, -2.42245, -2.56144], [0.01045, -2.93579, 1.74495], [0.01058, -1.67475, 2.54883], [1.47777, -0.61764, 2.40578], [1.98294, -0.12107, 1.17041], [3.00937, 0.87515, 1.19924], [3.68362, 1.20262, 2.37750], [3.20357, 0.66307, 3.58938], [2.13643, -0.22340, 3.58242], [-1.47827, -0.63488, 2.35973], [-2.38008, -0.61695, 3.43042], [-3.52018, 0.17759, 3.46624], [-3.78751, 0.93815, 2.30274], [-2.92367, 0.93403, 1.20079], [-1.89004, -0.10610, 1.08524], [-0.01118, -2.08241, 4.34291], [0.13976, -3.44111, 4.68972], [0.15306, -3.86961, 6.03127], [-0.05430, -2.93288, 7.06263], [-0.21852, -1.58525, 6.73538], [-0.14835, -1.17878, 5.41299], [1.69183, -0.62930, 0.19854], [3.23826, 1.38459, 0.24065], [4.55381, 1.87332, 2.35142], [3.71011, 0.85905, 4.54156], [1.78505, -0.55189, 4.55554], [-2.17373, -1.32463, 4.22250], [-4.18831, 0.08524, 4.33649], [-4.72608, 1.50414, 2.25969], [-2.99069, 1.71717, 0.42235], [-1.71338, -0.66971, 0.07633], [0.28193, -4.19029, 3.90225], [0.36673, -4.93144, 6.27206], [-0.06287, -3.27838, 8.10116], [-0.34735, -0.77804, 7.46059], [-0.18759, -0.10509, 5.28708]]}



{"formula": "C31H26Br5N6O12STi", "method": "the ωB97M-V functional and the def2-TZVPD basis", "s_squared": 3.832, "e_above_lowest_ev": 2.394, "charge": -2, "homo_energy_ev": [-0.3198, -3.4636], "multiplicity": 4, "symbols": ["Ti", "O", "C", "C", "C", "N", "C", "Br", "C", "H", "H", "H", "H", "O", "C", "C", "C", "C", "C", "C", "C", "O", "N", "O", "O", "H", "H", "H", "H", "Br", "C", "C", "Br", "C", "Br", "C", "O", "C", "O", "C", "Br", "C", "C", "S", "O", "O", "C", "C", "N", "C", "N", "C", "C", "N", "O", "O", "C", "H", "H", "H", "H", "H", "H", "H", "H", "H", "H", "H", "H", "H", "O", "N", "C", "C", "C", "C", "C", "H", "H", "H", "H", "H"], "coordinates": [[0.06150, -0.92300, -0.39160], [-1.88390, 2.88380, 5.73930], [-1.90400, 2.34950, 4.49480], [-2.82180, 1.37150, 4.11790], [-2.81050, 0.91930, 2.80700], [-1.95640, 1.36040, 1.89870], [-1.07020, 2.25400, 2.27700], [0.13860, 2.86470, 0.96480], [-0.99340, 2.80730, 3.54770], [-2.44510, 2.36600, 6.32990], [-3.53460, 0.98460, 4.83290], [-3.52000, 0.17920, 2.45950], [-0.24770, 3.53780, 3.80620], [0.67420, -0.78210, -2.12000], [1.94490, -1.08820, -2.40720], [2.43360, -2.43660, -1.98500], [3.47580, -3.04100, -2.65300], [3.99440, -4.27150, -2.22220], [3.42090, -4.89860, -1.09550], [2.39090, -4.30140, -0.42570], [1.88210, -3.03970, -0.81870], [0.92640, -2.46400, -0.13560], [5.06820, -4.84770, -2.88210], [5.55730, -5.91010, -2.42680], [5.52280, -4.28810, -3.90740], [2.17280, -0.91700, -3.47580], [3.90830, -2.58120, -3.52920], [3.81520, -5.85690, -0.79280], [1.93970, -4.76740, 0.43770], [-6.12620, -0.91140, -3.32700], [-4.49820, -0.38320, -2.53830], [-4.23000, 0.95490, -2.32870], [-5.48920, 2.25190, -2.85990], [-3.04020, 1.34790, -1.71130], [-2.66140, 3.19090, -1.50030], [-2.11390, 0.41190, -1.25950], [-0.99720, 0.64890, -0.66150], [-2.40310, -0.97960, -1.47890], [-1.51850, -1.81200, -1.02290], [-3.57480, -1.34280, -2.12260], [-3.87300, -3.19390, -2.39610], [-5.63170, -1.99290, 5.92610], [-4.90110, -2.92490, 6.86480], [-3.63250, -3.87610, 5.94410], [-4.26220, -4.44800, 4.77950], [-3.03980, -4.79990, 6.87460], [-2.43820, -2.62890, 5.40600], [-1.36740, -3.27230, 4.53050], [-0.81470, -2.31960, 3.61110], [-1.11950, -2.22910, 2.27660], [-0.46060, -1.23550, 1.70670], [0.29600, -0.64630, 2.67490], [0.08120, -1.28860, 3.89180], [0.57450, -0.96910, 5.11650], [1.41700, -0.02330, 5.18040], [0.16120, -1.59240, 6.15290], [-2.10730, -3.13060, 1.62940], [-6.47280, -1.50980, 6.42140], [-6.00260, -2.56250, 5.07700], [-4.96770, -1.21690, 5.55410], [-5.56760, -3.66660, 7.29790], [-4.36430, -2.41050, 7.65610], [-1.97460, -2.15580, 6.26930], [-3.01130, -1.91510, 4.82060], [-1.81960, -4.08230, 3.95570], [-0.57540, -3.67070, 5.16800], [0.92980, 0.19900, 2.48580], [-3.07740, -3.07150, 2.12830], [-1.77290, -4.16970, 1.64770], [-2.21070, -2.82980, 0.58900], [1.45480, 0.23520, 0.20560], [2.61890, -0.20050, -0.23590], [2.90320, 0.03990, -1.60470], [4.31260, -0.12530, -1.96220], [5.10240, -0.94170, -1.20250], [4.62170, -1.43000, 0.02610], [3.37550, -1.04240, 0.48140], [2.44160, 0.98740, -1.90780], [4.65390, 0.27240, -2.90550], [6.11060, -1.17840, -1.50900], [5.22520, -2.08540, 0.62970], [2.98840, -1.30380, 1.45820]]}